# C4H6N2

A structure of composition C4H6N2 (ωB97M-V with the def2-TZVPD basis set, the Open Molecules 2025 dataset).

Atoms and positions in Å:
N  0.490  0.277  1.962
C  0.383  0.281  0.639
C  -0.124  -1.038  0.295
N  -0.774  -0.804  -0.968
C  -0.471  0.443  -1.390
C  0.299  1.149  -0.484
H  -0.132  -0.915  1.753
H  1.157  0.885  2.434
H  0.677  -1.779  0.200
H  -1.188  -1.508  -1.555
H  -0.875  0.812  -2.327
H  0.560  2.196  -0.558

As for the LUMO energy: 0.03657 Eh. The total energy is -265.3989 Ha. For the HOMO-LUMO gap, the calculation gives 8.86 eV. The largest force on an atom comes out at 0.37 eV/A. The calculation puts the HOMO energy at -7.86 eV. As for the multiplicity: 1. The calculation puts the energy relative to the best compared isomer or geometry (same formula, charge and spin) at 85.8 kcal per mole.

Mulliken population analysis, charges in e, atoms 1 to 8:
1. N -0.5316
2. C 0.4789
3. C -0.5672
4. N -0.1239
5. C -0.3418
6. C -0.6096
7. H 0.3465
8. H 0.1979

=====

# C3H3CsLiO4

A structure of composition C3H3CsLiO4 at a distorted geometry (ωB97M-V with the def2-TZVPD basis set, the Open Molecules 2025 dataset).

Atoms and positions in Å:
O  3.327  -0.241  0.388
O  -1.106  -0.701  0.111
C  -1.707  0.504  0.015
C  0.230  -0.740  0.466
O  -2.947  0.514  -0.083
O  -1.002  1.553  0.060
C  1.117  -1.529  -0.211
H  0.433  -0.298  1.448
H  1.943  -1.671  -0.914
H  0.644  -2.459  -0.558
Li  -2.772  2.474  -0.167
Cs  1.840  2.593  -0.555

As for the LUMO energy (spin up / spin down): -0.04824 / -0.04787 Eh. The total energy is -444.5839 Ha. For the HOMO-LUMO gap (spin up / spin down), the calculation gives 5.42 / 4.49 eV. The largest force on an atom comes out at 3.00 eV/A. As for the expectation value of S²: 0.760. The calculation puts the HOMO energy (spin up / spin down) at -6.74 / -5.80 eV. As for the multiplicity: 2. The calculation puts the energy relative to the best compared isomer or geometry (same formula, charge and spin) at 91.3 kcal per mole.

Mulliken population analysis, charges in e, atoms 1 to 8:
1. O -0.8688
2. O -0.3085
3. C 0.8579
4. C 0.0849
5. O -0.8230
6. O -0.8521
7. C -0.8456
8. H 0.4319

=====

# C10H21N2Si

A structure of composition C10H21N2Si at a distorted geometry (ωB97M-V with the def2-TZVPD basis set, the Open Molecules 2025 dataset).

Atoms and positions in Å:
C  -0.189  0.420  -0.815
C  0.417  1.799  -0.876
C  0.069  2.065  -2.408
C  -0.697  0.925  -3.006
C  -0.209  -0.262  -2.178
C  2.296  -0.227  3.764
C  -0.788  -2.331  -3.257
C  0.902  0.284  3.424
C  0.452  -0.191  2.040
C  -0.970  0.267  1.548
N  -0.978  -1.528  -2.093
N  -0.878  -0.080  0.110
Si  -1.753  -1.547  -0.577
H  -0.100  2.446  -0.138
H  1.568  1.915  -0.629
H  -0.520  3.000  -2.543
H  1.019  2.127  -2.908
H  -1.832  1.142  -2.979
H  -0.551  0.850  -4.147
H  0.861  -0.443  -2.374
H  2.316  -1.368  3.809
H  3.025  0.071  3.055
H  2.645  0.133  4.703
H  -1.327  -3.219  -3.520
H  -1.004  -1.688  -4.149
H  0.229  -2.677  -3.425
H  0.271  0.044  4.280
H  0.870  1.386  3.314
H  1.007  0.309  1.202
H  0.670  -1.290  1.919
H  -0.971  1.345  1.706
H  -1.777  -0.096  2.132
H  -3.213  -1.113  -0.293
H  -1.477  -2.846  0.138

As for the LUMO energy (spin up / spin down): -0.10834 / -0.28945 Eh. The total energy is -792.2106 Ha. The net charge is +1. For the HOMO-LUMO gap (spin up / spin down), the calculation gives 5.68 / 5.67 eV. The largest force on an atom comes out at 9.87 eV/A. As for the expectation value of S²: 2.008. The calculation puts the HOMO energy (spin up / spin down) at -8.63 / -13.54 eV. As for the multiplicity: 3.

Mulliken population analysis, charges in e, atoms 1 to 8:
1. C -0.1996
2. C -0.6418
3. C -0.7125
4. C -0.5192
5. C 0.0081
6. C -1.3205
7. C -0.6840
8. C -0.4049

=====

# C3H6NO2

The ion C3H6NO2 with charge -1 at a distorted geometry (ωB97M-V with the def2-TZVPD basis set, the Open Molecules 2025 dataset).

Atoms and positions in Å:
O  2.465  -0.947  1.215
C  1.548  -0.565  0.527
N  0.924  0.610  0.514
C  -0.333  0.815  -0.344
C  -1.323  -0.464  -0.380
O  -2.182  -0.022  -1.203
H  1.195  -1.294  -0.250
H  1.281  1.219  1.083
H  -0.232  1.046  -1.410
H  -0.854  1.571  0.111
H  -1.672  -0.626  0.735
H  -0.816  -1.343  -0.598

As for the LUMO energy: 0.15178 Eh. The total energy is -323.1085 Ha. The net charge is -1. For the HOMO-LUMO gap, the calculation gives 6.77 eV. The largest force on an atom comes out at 6.94 eV/A. The calculation puts the HOMO energy at -2.64 eV. As for the multiplicity: 1. The calculation puts the energy relative to the best compared isomer or geometry (same formula, charge and spin) at 68.9 kcal per mole. As for the SMILES: O=CNCC[O-].

Mulliken population analysis, charges in e, atoms 1 to 8:
1. O -0.6193
2. C 0.0723
3. N -0.0427
4. C -0.6173
5. C -0.3665
6. O -0.8329
7. H 0.2402
8. H 0.1476

=====

# C45H52As3N3O4P2Se2W

A structure of composition C45H52As3N3O4P2Se2W (ωB97M-V with the def2-TZVPD basis set, the Open Molecules 2025 dataset).

Atoms and positions in Å:
W  0.451  0.505  -0.771
Se  -1.809  1.611  -5.203
P  -3.045  2.595  -3.819
C  -4.828  2.430  -3.949
C  -5.400  2.363  -5.217
C  -6.780  2.346  -5.342
C  -7.583  2.384  -4.211
C  -7.012  2.434  -2.945
C  -5.633  2.458  -2.812
C  -2.670  4.351  -3.602
C  -1.625  4.880  -4.356
C  -1.288  6.219  -4.228
C  -1.988  7.029  -3.345
C  -3.034  6.503  -2.597
C  -3.380  5.167  -2.724
C  -2.570  1.847  -2.220
C  -2.456  0.455  -1.924
N  -1.572  0.421  -0.918
N  -1.213  1.714  -0.584
N  -1.786  2.556  -1.404
P  -2.858  -1.183  -2.659
Se  0.818  0.036  -2.928
C  -4.203  -1.044  -3.869
C  -3.865  -1.274  -5.200
C  -4.854  -1.351  -6.169
C  -6.185  -1.217  -5.809
C  -6.533  -1.000  -4.480
C  -5.548  -0.919  -3.513
C  -3.718  -1.931  -1.220
C  -4.499  -1.215  -0.307
C  -5.257  -1.880  0.645
C  -5.242  -3.268  0.702
C  -4.449  -3.989  -0.178
C  -3.690  -3.322  -1.129
H  -4.768  2.319  -6.096
H  -7.230  2.300  -6.325
H  -8.660  2.371  -4.315
H  -7.641  2.461  -2.065
H  -5.191  2.511  -1.824
H  -1.081  4.247  -5.042
H  -0.479  6.624  -4.830
H  -1.723  8.073  -3.241
H  -3.588  7.136  -1.917
H  -4.206  4.773  -2.144
H  -2.826  -1.397  -5.477
H  -4.583  -1.531  -7.201
H  -6.958  -1.295  -6.563
H  -7.573  -0.908  -4.199
H  -5.833  -0.778  -2.479
H  -4.551  -0.133  -0.359
H  -5.874  -1.314  1.331
H  -5.855  -3.787  1.427
H  -4.427  -5.070  -0.134
H  -3.101  -3.894  -1.839
C  2.848  -2.110  0.145
As  0.977  -2.037  -0.352
C  0.819  -3.198  -1.882
C  0.016  -3.053  1.008
C  -0.580  -2.397  2.264
C  -1.905  -1.733  1.912
C  0.383  -1.384  2.891
As  0.529  0.349  2.003
C  -0.815  1.465  2.828
C  2.193  0.991  2.751
C  -0.811  -3.517  3.297
As  -2.064  -4.950  2.714
C  -3.616  -4.328  3.734
C  -1.448  -6.295  3.991
H  3.130  -3.155  0.262
H  3.025  -1.582  1.082
H  3.443  -1.655  -0.646
H  0.929  -4.228  -1.543
H  1.590  -2.959  -2.611
H  -0.163  -3.051  -2.330
H  0.764  -3.805  1.286
H  -0.771  -3.571  0.456
H  -1.792  -0.949  1.154
H  -2.366  -1.293  2.799
H  -2.599  -2.463  1.494
H  1.393  -1.794  2.973
H  0.060  -1.147  3.908
H  -0.720  1.378  3.909
H  -1.808  1.152  2.514
H  -0.632  2.491  2.516
H  2.179  0.793  3.822
H  2.277  2.056  2.565
H  3.040  0.472  2.302
H  -1.201  -3.084  4.221
H  0.144  -3.992  3.540
H  -3.992  -3.397  3.314
H  -3.355  -4.173  4.781
H  -4.407  -5.076  3.676
H  -0.482  -6.685  3.675
H  -2.161  -7.119  4.006
H  -1.364  -5.880  4.994
O  1.079  3.501  1.000
C  1.417  3.271  -0.119
O  1.638  1.880  -0.473
C  1.619  4.169  -1.238
C  2.065  3.703  -2.472
C  2.235  4.567  -3.548
C  1.938  5.891  -3.324
O  1.987  6.906  -4.203
C  1.724  8.105  -3.455
O  1.254  7.695  -2.172
C  1.494  6.363  -2.086
C  1.323  5.534  -1.019
H  2.288  2.653  -2.597
H  2.577  4.224  -4.513
H  0.952  8.685  -3.957
H  2.654  8.667  -3.348
H  0.970  5.884  -0.059

As for the LUMO energy: -0.26330 Eh. The total energy is -14470.6832 Ha. The net charge is +2. For the HOMO-LUMO gap, the calculation gives 5.41 eV. The largest force on an atom comes out at 0.42 eV/A. The calculation puts the HOMO energy at -12.57 eV. As for the multiplicity: 1. The calculation puts the energy relative to the best compared isomer or geometry (same formula, charge and spin) at 7.2 kcal per mole.

Mulliken population analysis, charges in e, atoms 1 to 8:
1. W 0.9828
2. Se -0.2851
3. P 0.7276
4. C 1.1976
5. C -0.8767
6. C -0.6832
7. C -0.5999
8. C -0.9714

=====

# C7H20N3O

A cluster of 2 separate species, C7H20N3O in total (ωB97M-V with the def2-TZVPD basis set, the Open Molecules 2025 dataset).

Atoms and positions in Å:
N  1.505  -2.449  0.184
C  0.253  -2.263  -0.520
C  -0.595  -1.036  -0.114
C  -1.980  -1.381  0.397
N  -2.781  -2.061  -0.693
N  -3.851  -2.950  -0.326
H  2.080  -1.614  0.150
H  1.363  -2.676  1.161
H  -0.317  -3.195  -0.378
H  0.485  -2.218  -1.587
H  -0.079  -0.513  0.695
H  -0.670  -0.316  -0.934
H  -2.545  -0.503  0.705
H  -1.948  -2.090  1.226
H  -3.205  -1.360  -1.304
H  -2.141  -2.594  -1.288
H  -3.431  -3.801  0.038
H  -4.370  -2.511  0.430
C  1.019  3.553  0.077
C  2.460  3.286  -0.362
C  2.852  2.120  0.538
O  1.645  1.367  0.756
C  0.524  2.139  0.338
H  0.425  4.077  -0.669
H  1.004  4.136  0.999
H  2.488  2.982  -1.411
H  3.117  4.145  -0.239
H  3.231  2.468  1.502
H  3.593  1.458  0.090
H  0.110  1.700  -0.579
H  -0.241  2.099  1.118

As for the LUMO energy: -0.11953 Eh. The total energy is -517.9155 Ha. The net charge is +1. For the HOMO-LUMO gap, the calculation gives 9.01 eV. The largest force on an atom comes out at 0.27 eV/A. The calculation puts the HOMO energy at -12.27 eV. As for the multiplicity: 1. The calculation puts the energy relative to the best compared isomer or geometry (same formula, charge and spin) at 0.0 kcal per mole.

Mulliken population analysis, charges in e, atoms 1 to 8:
1. N -0.6504
2. C -0.8086
3. C 0.1252
4. C -0.9272
5. N 0.0536
6. N -0.7310
7. H 0.2666
8. H 0.2419